No. 1
This record from OMol25 describes a cluster of 2 separate species, C4H11N2Si in total in a non-equilibrium geometry. The level of theory is wB97M-V/def2-TZVPD.

Cartesian coordinates (Å):
C -2.103 -0.190 -0.054
C 0.600 0.311 -1.759
C 0.565 -1.883 0.641
C 0.535 1.128 1.140
N 0.283 3.370 0.456
N 0.437 2.363 0.866
Si -0.240 -0.300 -0.191
H -2.542 -0.248 1.057
H -2.565 0.483 -0.723
H -2.550 -1.206 -0.451
H 1.676 0.499 -1.622
H 0.503 -0.376 -2.691
H 0.565 1.313 -2.209
H 0.027 -2.106 1.537
H 0.569 -2.628 -0.122
H 1.645 -1.723 0.761
H 0.437 0.618 2.079
H 2.158 0.578 1.284

Computed properties:
Total energy   -557.5978 hartree
Highest occupied orbital energy   -15.1 eV
Maximum force   8.6 eV/Å
LUMO   -6.116 eV
Total charge   +1

=====

No. 2
This record from OMol25 describes the molecule C4H11N3 in a non-equilibrium geometry. The level of theory is wB97M-V/def2-TZVPD.

Cartesian coordinates (Å):
H 2.924 -0.904 -2.044
N 2.297 -1.057 -1.167
C 1.161 -0.434 -1.426
N 0.679 0.432 -2.505
N 0.262 -0.240 -0.326
C -0.125 1.038 0.254
C -0.665 0.567 1.665
C -1.536 -0.662 1.660
H -0.285 0.473 -2.556
H 0.966 -0.126 -3.363
H 0.516 -0.849 0.422
H -0.969 1.449 -0.357
H 0.756 1.702 0.237
H 0.269 0.397 2.182
H -0.965 1.410 2.298
H -0.939 -1.460 1.446
H -2.447 -0.744 0.872
H -1.899 -0.991 2.709

Computed properties:
Total energy   -323.2159 hartree
Highest occupied orbital energy   -8.8 eV
Maximum force   5.9 eV/Å
LUMO   0.936 eV
SMILES string   [H]/N=C(\N)NCCC

=====

No. 3
This record from OMol25 describes the molecule C4H11N3 in a non-equilibrium geometry. The level of theory is wB97M-V/def2-TZVPD.

Cartesian coordinates (Å):
C -0.255 -0.097 2.937
N 0.390 0.690 2.167
N 0.734 0.214 0.682
C 0.981 -1.196 0.417
C -0.387 0.757 0.000
N 0.235 0.808 -1.446
C -0.565 0.343 -2.549
H -0.612 -1.093 2.614
H -0.330 0.135 4.013
H 0.059 -1.787 0.354
H 1.547 -1.330 -0.510
H 1.583 -1.615 1.232
H -1.278 0.124 0.021
H -0.606 1.799 0.235
H 0.839 1.608 -1.602
H -1.276 1.115 -2.867
H -1.133 -0.557 -2.296
H 0.074 0.081 -3.401

Computed properties:
Total energy   -323.1505 hartree
Highest occupied orbital energy   -8.3 eV
Maximum force   4.9 eV/Å
LUMO   1.079 eV
SMILES string   C=NN(C)CNC

=====

No. 4
This record from OMol25 describes the molecule C4H11N3 in a non-equilibrium geometry. The level of theory is wB97M-V/def2-TZVPD.

Cartesian coordinates (Å):
N -0.735 -0.968 2.011
C -1.048 -1.723 0.892
N -0.729 -1.490 -0.318
C -0.974 -0.172 -0.920
C 0.295 0.471 -1.521
C 1.379 0.659 -0.490
N 0.901 1.337 0.731
H -0.226 -0.124 1.751
H -0.162 -1.452 2.686
H -1.486 -2.703 1.099
H -1.599 -0.412 -1.783
H -1.567 0.503 -0.294
H -0.029 1.482 -1.794
H 0.536 -0.087 -2.414
H 2.241 1.203 -0.894
H 1.929 -0.251 -0.222
H -0.091 1.506 0.610
H 1.364 2.222 0.870

Computed properties:
Total energy   -323.2220 hartree
Highest occupied orbital energy   -8.1 eV
Maximum force   2.5 eV/Å
LUMO   1.000 eV
SMILES string   N/C=N\CCCN

=====

No. 5
This record from OMol25 describes a cluster of 2 separate species, C4H11N3 in total in a non-equilibrium geometry. The level of theory is wB97M-V/def2-TZVPD.

Cartesian coordinates (Å):
C 1.009 -1.125 0.948
N 0.598 0.047 1.185
C 0.512 1.003 0.134
N 1.469 0.803 -0.934
N 0.582 2.350 0.667
H 1.000 -1.834 1.766
H 1.471 -1.429 0.009
H -0.512 0.788 -0.329
H 1.233 1.395 -1.720
H 2.394 1.068 -0.610
H -0.330 2.685 0.955
H 1.185 2.387 1.481
C -1.629 -1.814 -0.131
C -1.831 -0.826 -1.003
H -0.948 -2.626 -0.331
H -2.188 -1.878 0.791
H -1.338 -0.831 -1.964
H -2.680 -0.162 -0.915

Computed properties:
Total energy   -323.2037 hartree
Highest occupied orbital energy   -9.2 eV
Maximum force   1.4 eV/Å
LUMO   1.151 eV
SMILES string   C=NC(N)N.C=C

=====

No. 6
This record from OMol25 describes the ion C4H11N3 with charge +2 in a non-equilibrium geometry. The level of theory is wB97M-V/def2-TZVPD.

Cartesian coordinates (Å):
C 1.175 1.655 0.388
N 1.585 0.491 0.145
C 2.017 -0.510 -0.746
C 1.287 -0.842 0.522
N -0.198 -1.098 0.461
N -0.913 0.151 0.582
C -1.915 0.348 -0.459
H 0.693 1.899 1.328
H 1.407 2.474 -0.293
H 3.089 -0.700 -0.800
H 1.532 -0.587 -1.717
H 1.791 -1.288 1.375
H -0.440 -1.530 -0.455
H -0.449 -1.808 1.175
H -1.353 0.228 1.500
H -2.709 -0.401 -0.450
H -2.373 1.320 -0.286
H -1.437 0.373 -1.438

Computed properties:
Total energy   -322.4824 hartree
Highest occupied orbital energy   -19.6 eV
Maximum force   1.6 eV/Å
LUMO   -9.321 eV
SMILES string   C=[N+]1C[C@@H]1[NH2+]NC
Total charge   +2

=====

No. 7
This record from OMol25 describes a cluster of 2 separate species, C4H11N3O in total in a non-equilibrium geometry. The level of theory is wB97M-V/def2-TZVPD.

Cartesian coordinates (Å):
C 0.621 1.100 0.663
C -0.142 -1.598 -1.915
C 0.650 -0.115 -0.078
C -0.097 -0.260 -1.262
N -0.449 0.140 2.560
N 1.143 -1.232 0.532
N -0.855 0.715 -1.814
O -0.119 2.203 0.309
H -0.046 2.873 0.993
H 1.440 1.288 1.348
H -0.249 0.076 3.553
H -1.450 0.098 2.408
H 2.022 -1.041 1.011
H 0.047 -0.651 2.040
H -0.790 1.650 -1.438
H -1.237 0.576 -2.737
H -1.056 -2.127 -1.625
H -0.129 -1.513 -3.006
H 0.698 -2.181 -1.543

Computed properties:
Total energy   -398.4064 hartree
Highest occupied orbital energy (spin up / spin down)   -6.2 / -6.1 eV
Maximum force   1.7 eV/Å
LUMO (spin up / spin down)   0.387 / 0.523 eV

=====

No. 8
This record from OMol25 describes the molecule C4H11N3O in a non-equilibrium geometry. The level of theory is wB97M-V/def2-TZVPD.

Cartesian coordinates (Å):
C 1.604 1.858 -0.158
N 1.167 0.517 0.181
N 0.594 0.528 1.479
C 0.344 -0.145 -0.873
O 0.741 -1.498 -0.807
C -1.137 0.025 -0.717
C -1.948 -0.790 -0.034
N -1.565 -1.897 0.687
H 0.768 2.551 -0.319
H 2.202 2.231 0.671
H 2.213 1.817 -1.060
H -0.354 0.918 1.459
H 0.510 -0.436 1.789
H 0.667 0.286 -1.835
H 1.667 -1.408 -0.441
H -1.550 0.899 -1.196
H -3.015 -0.598 -0.038
H -2.260 -2.619 0.785
H -0.647 -2.238 0.425

Computed properties:
Total energy   -398.4605 hartree
Highest occupied orbital energy   -8.3 eV
Maximum force   1.4 eV/Å
LUMO   0.977 eV
SMILES string   CN(N)[C@@H](O)/C=C\N

=====

No. 9
This record from OMol25 describes the molecule C4H11N3O in a non-equilibrium geometry. The level of theory is wB97M-V/def2-TZVPD.

Cartesian coordinates (Å):
H 0.728 -3.137 -0.574
N 0.438 -2.363 0.022
C 0.301 -1.256 -0.579
N 0.651 -0.951 -1.883
N -1.259 -0.345 -0.246
C -1.733 -0.783 1.059
O -0.778 0.963 -0.210
C 0.346 1.125 0.561
C 1.094 2.382 0.232
H 0.169 -0.154 -2.275
H 0.781 -1.732 -2.509
H -2.332 -1.673 0.877
H -0.940 -1.076 1.757
H -2.338 0.009 1.508
H 0.182 0.933 1.623
H 0.845 -0.051 0.170
H 1.254 2.463 -0.842
H 0.539 3.264 0.560
H 2.054 2.382 0.748

Computed properties:
Total energy   -398.3492 hartree
Highest occupied orbital energy   -9.0 eV
Maximum force   3.2 eV/Å
LUMO   0.576 eV
SMILES string   [H]/N=C(\N)N(C)OCC

=====

No. 10
This record from OMol25 describes the molecule C4H11N3O in a non-equilibrium geometry. The level of theory is wB97M-V/def2-TZVPD.

Cartesian coordinates (Å):
N -1.761 2.109 1.008
C -1.033 1.406 -0.063
C -0.370 0.131 0.475
C 0.527 -0.545 -0.600
N -0.146 -1.087 -1.749
C 1.294 -1.621 0.080
N 2.307 -1.192 0.871
O 1.005 -2.795 -0.035
H -1.543 3.095 0.991
H -2.758 1.998 0.850
H -0.264 2.015 -0.524
H -1.740 1.075 -0.820
H -1.143 -0.610 0.637
H 0.174 0.372 1.384
H 1.261 0.177 -0.983
H -0.795 -0.448 -2.182
H -0.555 -2.000 -1.574
H 2.987 -1.847 1.222
H 2.553 -0.231 1.012

Computed properties:
Total energy   -398.5303 hartree
Highest occupied orbital energy   -9.0 eV
Maximum force   1.2 eV/Å
LUMO   0.821 eV
SMILES string   NCC[C@H](N)C(N)=O

=====

No. 11
This record from OMol25 describes a cluster of 3 separate species, C4H11N3O in total in a non-equilibrium geometry. The level of theory is wB97M-V/def2-TZVPD.

Cartesian coordinates (Å):
C -1.654 0.294 -0.845
N -1.954 0.458 -2.180
C 0.523 -0.711 -1.201
C 1.561 0.077 -1.489
O -1.489 1.290 -0.105
H -1.047 1.018 1.383
H -1.953 -0.680 -0.449
H -1.585 1.314 -2.572
H -1.790 -0.350 -2.762
H 0.396 -1.589 -1.849
H 2.274 -0.087 -2.300
H 1.761 0.976 -0.899
N 1.400 -0.798 2.420
C 0.430 -0.256 1.696
N -0.437 0.601 2.157
H 2.042 -1.426 1.962
H 1.551 -0.601 3.400
H -0.457 0.914 3.120
H 0.429 -0.447 0.511

Computed properties:
Total energy   -398.3953 hartree
Highest occupied orbital energy   -6.5 eV
Maximum force   1.0 eV/Å
LUMO   0.524 eV

=====

No. 12
This record from OMol25 describes a cluster of 2 separate species, C4H11N3O in total in a non-equilibrium geometry. The level of theory is wB97M-V/def2-TZVPD.

Cartesian coordinates (Å):
H -1.173 1.537 -2.038
N -1.714 1.231 -1.230
C -1.114 1.382 -0.119
N 0.081 2.020 0.103
C 0.657 2.235 1.405
H -1.640 1.100 0.788
H 0.653 2.224 -0.705
H 1.219 1.355 1.730
H -0.133 2.437 2.128
H 1.346 3.080 1.372
C 0.795 -2.842 0.123
C 0.427 -1.451 -0.369
N -0.792 -1.412 -0.998
O 1.235 -0.542 -0.356
H 0.827 -3.529 -0.720
H 1.769 -2.822 0.603
H 0.054 -3.204 0.834
H -1.353 -2.238 -1.115
H -1.142 -0.559 -1.436

Computed properties:
Total energy   -398.5210 hartree
Highest occupied orbital energy   -8.7 eV
Maximum force   2.0 eV/Å
LUMO   0.999 eV
SMILES string   [H]/N=C\NC.CC(N)=O

=====

No. 13
This record from OMol25 describes a structure of composition C4H11N3O in a non-equilibrium geometry. The level of theory is wB97M-V/def2-TZVPD.

Cartesian coordinates (Å):
C -1.635 -0.183 -0.801
C -0.580 -0.392 0.241
C 0.412 1.661 0.267
C 0.279 2.163 1.489
N -0.866 -0.777 1.419
H -0.079 -0.863 2.058
H 0.284 2.313 -0.597
H -1.971 -1.150 -1.185
H -2.477 0.317 -0.328
H -1.266 0.418 -1.629
H 0.040 3.201 1.698
H 0.334 1.523 2.367
N 0.862 -0.788 -0.358
N 0.923 -0.964 -1.736
O 1.469 -1.895 0.336
H 0.740 -2.307 0.831
H 1.111 0.521 -0.047
H 0.524 -1.863 -1.998
H 1.896 -0.935 -2.028

Computed properties:
Total energy   -398.2812 hartree
Highest occupied orbital energy   -8.3 eV
Maximum force   3.1 eV/Å
LUMO   0.645 eV

=====

Sequential energy above the lowest of the compared OMol25 structures with the same formula, charge and spin output: 58.3, 56.9, 97.9, 53.1, 64.6, 90.6, 92.7, 58.8, 128.6, 15.0, 99.7, 20.8, 171.3 kcal/mol